ORCA calculation (the ωB97M-V functional and the def2-TZVPD basis) on a molecular structure, H5O2.

Summary:
**Energy relative to the best compared isomer or geometry (same formula, charge and spin)**: 0.0 kcal per mole
**HOMO-LUMO gap**: 15.031 eV
**HOMO level**: -19.350 eV
**Net charge**: +1
**DFT total energy**: -153.1903 Eh
**Largest force on an atom**: 0.5 eV/A
**LUMO energy**: -4.319 eV

Last column: Löwdin charge in e.
Cartesian coordinates (Å):
O  0.38  0.05  1.15  0.123
H  1.32  0.24  1.27  0.142
H  0.11  -0.49  1.90  0.143
O  -0.42  -0.08  -1.11  0.186
H  -0.82  0.80  -1.29  0.170
H  0.22  -0.30  -1.80  0.158
H  0.02  -0.16  -0.04  0.078

---

ORCA calculation (the ωB97M-V functional and the def2-TZVPD basis) on a single C31H30N2O5 molecule at a distorted geometry.

Summary:
**Energy relative to the best compared isomer or geometry (same formula, charge and spin)**: 107.9 kcal per mole
**HOMO-LUMO gap**: 6.781 eV
**HOMO level**: -6.628 eV
**DFT total energy**: -1684.8858 Eh
**Largest force on an atom**: 4.9 eV/A
**LUMO energy**: 0.152 eV

Last column: Löwdin charge in e.
Cartesian coordinates (Å):
C  6.57  1.96  -0.60  -0.059
O  6.57  0.76  -1.39  -0.093
C  5.51  -0.09  -1.31  -0.254
C  5.71  -1.42  -1.77  0.009
C  4.71  -2.37  -1.62  -0.012
C  3.49  -1.98  -1.06  -0.196
N  2.47  -2.93  -0.97  0.067
C  1.14  -2.67  -0.86  -0.092
C  0.46  -1.43  -1.22  -0.441
C  -0.72  -1.11  -0.42  -0.079
C  -1.42  0.09  -0.71  -0.136
C  -2.89  0.02  -1.06  -0.192
C  -3.40  0.48  -2.28  -0.012
C  -4.71  0.14  -2.63  -0.082
C  -5.52  -0.60  -1.76  -0.095
C  -5.00  -1.04  -0.54  -0.083
C  -3.68  -0.74  -0.19  -0.043
O  0.87  -0.74  -2.17  0.004
N  0.51  -3.86  -0.87  -0.053
C  -0.91  -4.09  -0.92  0.000
C  1.42  -4.88  -0.86  -0.019
C  2.66  -4.32  -0.94  0.012
C  3.29  -0.69  -0.55  0.013
C  4.28  0.28  -0.73  0.017
H  7.50  2.44  -0.90  0.090
H  5.72  2.60  -0.83  0.088
H  6.58  1.73  0.47  0.097
H  6.66  -1.70  -2.21  0.117
H  4.86  -3.40  -1.93  0.106
H  -0.91  -1.67  0.52  0.107
H  -0.83  0.93  -1.10  0.128
H  -2.74  1.00  -2.98  0.127
H  -5.10  0.42  -3.61  0.101
H  -6.51  -0.91  -2.07  0.097
H  -5.60  -1.65  0.13  0.101
H  -3.24  -1.16  0.72  0.117
H  -1.01  -5.16  -1.10  0.090
H  -1.36  -3.85  0.05  0.096
H  -1.39  -3.52  -1.72  0.114
H  1.04  -5.90  -0.77  0.133
H  3.63  -4.78  -0.93  0.121
H  2.37  -0.41  -0.03  0.107
H  4.07  1.30  -0.39  0.110
C  2.63  1.09  3.89  -0.071
C  2.22  1.56  2.51  -0.222
O  0.84  1.19  2.25  -0.011
C  0.44  1.48  0.98  -0.398
C  -1.04  1.16  0.77  -0.039
C  -1.76  2.38  0.34  -0.350
C  -3.10  2.66  0.96  -0.140
C  -3.42  2.38  2.31  -0.026
C  -4.72  2.66  2.78  -0.090
C  -5.67  3.28  1.97  -0.093
C  -5.32  3.63  0.66  -0.074
C  -4.05  3.34  0.18  -0.019
O  -1.36  3.09  -0.60  0.084
O  1.26  1.92  0.15  0.088
H  3.71  1.18  4.00  0.077
H  2.17  1.67  4.69  0.074
H  2.37  0.04  4.04  0.080
H  2.33  2.65  2.38  0.134
H  2.87  1.08  1.76  0.098
H  -1.48  0.67  1.64  0.122
H  -2.70  2.00  3.04  0.115
H  -4.98  2.44  3.83  0.103
H  -6.65  3.56  2.38  0.105
H  -6.01  4.19  0.03  0.103
H  -3.76  3.66  -0.82  0.119

---

ORCA calculation (the ωB97M-V functional and the def2-TZVPD basis) on 2 unconnected molecules or ions with the total composition C2H11N3O at a distorted geometry.

Summary:
**Energy relative to the best compared isomer or geometry (same formula, charge and spin)**: 5.0 kcal per mole
**HOMO-LUMO gap**: 10.340 eV
**HOMO level**: -9.397 eV
**Structure (SMILES)**: NCN.NCO
**DFT total energy**: -322.2768 Eh
**Largest force on an atom**: 1.1 eV/A
**LUMO energy**: 0.944 eV

Last column: Löwdin charge in e.
Cartesian coordinates (Å):
N  -0.67  1.54  2.61  -0.012
C  0.05  0.29  2.91  -0.387
N  1.06  -0.03  1.92  -0.023
H  -0.64  2.18  3.39  0.052
H  -1.67  1.36  2.52  0.056
H  0.55  0.36  3.88  0.100
H  -0.62  -0.57  2.96  0.101
H  0.52  -0.12  1.06  0.040
H  1.63  0.79  1.74  0.062
N  0.67  -0.81  -1.93  0.022
C  -0.01  -0.35  -3.08  -0.347
O  -0.89  -1.39  -3.58  -0.096
H  0.04  -1.35  -1.36  0.073
H  1.52  -1.32  -2.14  0.071
H  -0.59  0.54  -2.81  0.105
H  0.62  -0.10  -3.94  0.112
H  -1.57  -1.02  -4.16  0.071

---

ORCA calculation (the ωB97M-V functional and the def2-TZVPD basis) on a molecular structure, C12H15BBeF10N6O4S2 at a distorted geometry.

Summary:
**Energy relative to the best compared isomer or geometry (same formula, charge and spin)**: 57.8 kcal per mole
**HOMO-LUMO gap**: 9.175 eV
**HOMO level**: -10.347 eV
**DFT total energy**: -2930.4554 Eh
**Largest force on an atom**: 4.6 eV/A
**LUMO energy**: -1.173 eV

Last column: Löwdin charge in e.
Cartesian coordinates (Å):
Be  0.85  0.27  0.29  0.881
B  3.10  0.90  1.78  -1.409
F  1.94  1.13  2.54  0.099
F  4.29  1.27  2.40  0.137
F  3.10  -0.44  1.45  0.109
F  3.05  1.56  0.58  0.129
C  -3.64  1.00  -0.08  -0.604
F  -4.84  1.28  -0.50  0.185
F  -3.19  1.98  0.73  0.097
F  -3.58  -0.12  0.72  0.080
S  -2.39  0.83  -1.60  0.747
O  -3.15  0.33  -2.78  -0.305
O  -1.81  2.17  -1.87  -0.343
N  -1.18  -0.27  -0.86  -0.302
S  -1.66  -1.71  -1.39  0.583
O  -0.69  -2.61  -0.76  -0.359
O  -3.09  -2.06  -1.26  -0.296
C  -1.22  -1.76  -3.24  -0.724
F  -2.23  -1.64  -4.06  0.154
F  -0.30  -0.82  -3.45  0.119
F  -0.62  -2.88  -3.47  0.171
C  1.29  -4.22  3.07  -0.038
C  0.90  -3.00  2.33  -0.213
N  0.63  -2.06  1.77  0.194
H  0.90  -5.04  2.46  0.083
H  0.87  -4.27  4.07  0.083
H  2.36  -4.40  3.15  0.088
C  -2.42  -0.85  3.71  -0.037
C  -1.53  0.08  2.96  -0.229
N  -0.89  0.84  2.36  0.155
H  -1.79  -1.54  4.28  0.078
H  -3.08  -1.40  3.04  0.079
H  -3.09  -0.25  4.32  0.085
C  2.41  -4.08  -1.57  -0.032
C  2.29  -2.64  -1.34  -0.241
N  2.13  -1.54  -1.13  0.191
H  1.41  -4.50  -1.42  0.084
H  3.16  -4.52  -0.92  0.085
H  2.73  -4.25  -2.60  0.086
C  2.14  3.79  -2.88  -0.043
C  1.83  2.49  -2.38  -0.253
N  1.56  1.47  -1.93  0.173
H  2.37  3.72  -3.94  0.093
H  2.99  4.11  -2.29  0.096
H  1.35  4.52  -2.69  0.086
C  -0.71  5.31  0.43  -0.049
C  -0.15  3.98  0.37  -0.198
N  0.28  2.88  0.31  0.181
H  -1.02  5.68  -0.55  0.087
H  -0.03  6.08  0.79  0.088
H  -1.60  5.24  1.06  0.090

---

ORCA calculation (the ωB97M-V functional and the def2-TZVPD basis) on a molecular structure, C27H45IrNO2P2 at a distorted geometry.

Summary:
**Energy relative to the best compared isomer or geometry (same formula, charge and spin)**: 0.0 kcal per mole
**HOMO-LUMO gap (spin up / spin down)**: 6.029 / 4.548 eV
**HOMO level (spin up / spin down)**: -8.792 / -10.609 eV
**Expectation value of S²**: 6.0266
**2S+1**: 5
**Net charge**: +1
**DFT total energy**: -2047.5204 Eh
**Largest force on an atom**: 6.0 eV/A
**LUMO energy (spin up / spin down)**: -2.763 / -6.060 eV

Last column: Löwdin spin population.
Cartesian coordinates (Å):
Ir  -1.20  -0.36  -0.83  0.992
C  1.19  1.76  -2.01  0.064
C  -0.30  1.30  -2.08  0.364
C  0.07  2.29  0.02  0.189
C  1.27  2.35  -0.61  0.332
C  -0.99  1.68  -0.84  0.220
C  1.60  2.75  -3.11  0.022
H  1.58  2.33  -4.13  0.001
H  2.61  3.17  -2.95  0.001
H  0.91  3.61  -3.11  0.000
C  2.42  3.14  -0.10  0.059
H  3.31  3.08  -0.74  0.001
H  2.68  2.78  0.92  0.017
H  2.16  4.20  0.01  0.021
C  -0.26  2.97  1.29  0.023
H  -0.31  4.05  1.15  0.009
H  0.50  2.78  2.06  0.006
H  -1.24  2.62  1.64  0.002
C  -2.38  2.23  -0.84  0.030
H  -2.47  3.00  -1.63  0.009
H  -2.61  2.69  0.12  0.000
H  -3.07  1.40  -1.05  0.006
C  -1.04  1.39  -3.37  0.049
H  -1.40  2.42  -3.53  0.021
H  -1.92  0.73  -3.38  0.007
H  -0.42  1.14  -4.24  0.002
C  0.47  -1.11  -0.43  0.081
C  1.26  -1.09  -1.72  0.044
C  0.65  -1.65  -3.01  0.005
C  -0.71  -2.37  -2.90  0.037
C  -1.77  -1.66  -2.07  0.096
C  -2.04  -2.09  -0.63  0.104
C  -1.11  -3.09  -0.01  0.019
C  0.32  -2.54  0.09  0.011
H  1.37  -2.35  -3.48  0.000
H  -0.55  -3.42  -2.58  0.003
H  0.56  -0.85  -3.76  0.001
H  1.05  -3.19  -0.39  0.002
H  1.02  -0.52  0.32  0.028
H  2.12  -1.76  -1.54  0.008
H  0.59  -2.50  1.15  0.001
H  -1.53  -3.31  0.99  0.003
H  -3.09  -2.15  -0.33  0.019
H  -1.12  -4.00  -0.61  0.003
H  -1.10  -2.44  -3.93  0.002
H  -2.67  -1.42  -2.66  0.005
P  2.58  0.36  -2.04  0.037
C  3.62  0.25  -0.57  0.009
C  3.38  0.14  -3.62  0.009
P  -4.12  -1.14  3.20  0.286
C  -2.85  -0.55  2.17  0.524
C  -5.69  -1.03  2.17  0.071
C  -3.50  -2.82  3.75  0.040
H  3.02  0.24  0.35  0.002
H  4.32  1.10  -0.55  0.000
H  4.19  -0.69  -0.64  0.001
H  2.64  0.19  -4.43  0.000
H  3.86  -0.84  -3.62  0.002
H  4.13  0.93  -3.75  0.000
H  -2.80  -3.27  3.04  0.004
H  -4.29  -3.53  4.04  0.000
H  -2.93  -2.58  4.69  0.000
H  -2.96  0.49  1.82  0.036
H  -1.81  -0.87  2.34  0.030
H  -6.17  -0.12  2.57  0.002
H  -6.41  -1.85  2.25  0.004
H  -5.48  -0.86  1.11  0.004
O  0.71  -2.12  3.11  0.001
C  1.43  -1.15  3.32  0.000
C  2.08  -0.90  4.69  0.001
C  2.43  0.57  4.64  0.001
C  2.28  0.90  3.15  0.001
O  2.62  2.01  2.72  0.006
N  1.75  -0.14  2.44  0.009
H  1.40  -1.15  5.51  0.000
H  3.00  -1.49  4.77  0.000
H  1.72  1.17  5.22  0.000
H  3.45  0.78  4.98  0.000

---

Q: The highest energy relative to the best compared isomer or geometry (same formula, charge and spin) belongs to which entry?
A: C31H30N2O5